# 1
85
Properties=species:S:1:pos:R:3:forces:R:3:mulliken_charge:R:1 method="wB97M-V/def2-TZVPD" orbital_gap_ev=10.02 e_tot_ha=-1483.9567
B 3.213 -1.751 -1.647 -2.2723 -1.4532 -0.4314 0.440
C 1.861 -2.575 -2.165 1.0816 0.6975 -1.2415 0.179
F 1.435 -3.649 -1.236 0.2962 1.7271 -1.4183 -0.362
C 0.718 -1.436 -2.474 -0.4797 0.1882 1.0005 -0.323
C -0.614 -1.720 -1.530 0.9264 0.4163 -0.2238 -0.623
H 3.729 -1.014 -2.404 0.1574 -0.0233 -0.1308 -0.096
H 3.526 -1.929 -0.524 0.2950 0.1215 0.2095 -0.105
H 2.115 -3.089 -3.190 -0.6639 0.6409 2.0021 -0.088
H 1.117 -0.364 -2.148 -0.7258 -2.1907 -0.6484 0.155
H 0.482 -1.366 -3.619 0.3582 -0.4117 2.2893 0.289
H -1.380 -0.867 -1.785 1.2895 -1.8729 0.6783 0.355
H -1.051 -2.793 -1.699 0.7659 2.1781 0.1624 0.042
H -0.256 -1.647 -0.403 -0.9510 -0.0674 -2.3357 0.161
C 3.994 3.461 -0.475 -0.0577 0.3430 0.0733 -1.032
C 3.398 2.235 -1.133 0.2297 -0.0725 0.2490 0.046
O 4.338 1.170 -1.116 -0.1875 -0.2279 0.0270 -0.510
H 4.908 3.771 -0.993 -0.1462 -0.0476 -0.0346 0.230
H 3.284 4.293 -0.484 0.0799 -0.0635 -0.0041 0.294
H 4.274 3.247 0.562 -0.0980 -0.0125 -0.0358 0.287
H 3.141 2.446 -2.175 0.0528 -0.1392 0.1290 0.279
H 2.492 1.911 -0.613 -0.1882 0.2191 -0.0692 0.093
H 4.554 0.984 -0.186 0.2438 0.1817 -0.4834 0.242
C 8.612 1.851 0.904 0.1958 0.0238 -0.1213 -1.206
C 7.170 2.267 1.103 0.2550 -0.0933 0.0895 -0.086
O 6.310 1.160 0.875 -0.1994 -0.4909 0.3694 -0.442
H 8.767 1.470 -0.110 -0.0673 0.1384 0.1126 0.306
H 9.288 2.694 1.072 -0.0068 -0.1103 0.0110 0.336
H 8.880 1.042 1.592 0.0172 0.1338 0.0446 0.350
H 6.900 3.060 0.398 -0.1292 -0.2452 0.0738 0.224
H 7.004 2.637 2.119 0.0860 0.1863 -0.0169 0.288
H 6.552 0.465 1.511 -0.1149 0.3494 -0.3510 0.235
C -1.083 4.022 0.001 -0.1192 -0.0878 0.1669 -0.880
C 0.128 4.868 -0.334 -0.3135 -0.1228 -0.1943 -0.264
O 0.838 4.290 -1.419 0.0733 -0.0342 -0.4191 -0.453
H -0.780 3.003 0.264 0.0036 0.1553 0.0446 0.231
H -1.639 4.452 0.839 -0.0076 -0.0630 -0.1602 0.121
H -1.751 3.943 -0.862 -0.0071 0.1104 0.0847 0.437
H 0.804 4.926 0.524 0.0645 -0.0437 -0.2275 0.284
H -0.167 5.885 -0.610 -0.0413 0.0813 0.2028 0.281
H 0.232 4.250 -2.179 0.3513 0.0014 0.4027 0.269
C 0.512 -2.172 2.950 0.1607 -0.1483 -0.0545 -1.049
C 0.263 -0.686 3.103 -0.0681 -0.3562 0.1510 -0.239
O -0.709 -0.257 2.161 -0.6349 0.2828 -0.1397 -0.428
H 0.857 -2.402 1.937 0.0339 0.0723 0.1386 0.173
H 1.263 -2.517 3.666 -0.0907 -0.0372 -0.0609 0.380
H -0.412 -2.738 3.108 0.0762 0.0369 0.1136 0.343
H 1.184 -0.123 2.922 -0.2458 0.0501 -0.0996 0.323
H -0.094 -0.449 4.110 0.1835 -0.0101 0.1165 0.256
H -1.526 -0.757 2.335 0.4736 0.0518 -0.1819 0.249
C -1.628 3.187 3.605 0.1463 0.2031 -0.0043 -0.849
C -2.717 2.356 4.251 0.3442 0.0071 -0.1478 -0.219
O -3.383 1.579 3.267 -0.1590 -0.3002 -0.2151 -0.335
H -2.051 3.848 2.841 -0.0103 -0.0869 0.2418 0.115
H -1.108 3.796 4.349 0.0063 -0.0264 -0.0753 0.404
H -0.898 2.545 3.101 -0.0274 0.0144 0.1117 0.211
H -3.456 3.002 4.734 -0.0370 -0.2145 -0.1216 0.307
H -2.300 1.683 5.007 0.0235 0.1358 0.1489 0.260
H -2.720 1.002 2.851 -0.2649 0.3954 0.1096 0.131
C -3.593 -4.399 -0.494 0.1894 -0.1598 0.0116 -1.079
C -3.841 -2.913 -0.341 -0.2028 -0.2380 -0.0225 0.349
O -4.814 -2.485 -1.283 -0.3746 0.0708 -0.0830 -0.576
H -3.248 -4.630 -1.507 0.0249 0.0985 0.1328 0.251
H -2.842 -4.745 0.222 -0.0653 -0.0565 -0.0496 0.298
H -4.517 -4.965 -0.336 0.0798 0.0332 0.1049 0.428
H -2.921 -2.350 -0.522 -0.3036 0.0116 -0.0621 -0.202
H -4.199 -2.676 0.665 0.1532 -0.0326 0.1482 0.215
H -5.630 -2.984 -1.109 0.4394 0.2956 -0.1217 0.322
C -6.601 1.254 0.972 -0.0314 -0.0896 -0.2406 -0.876
C -7.208 1.858 2.221 0.4079 -0.0636 0.0368 -0.219
O -6.438 1.498 3.358 0.0548 0.1582 0.1752 -0.496
H -6.558 0.163 1.054 -0.0888 0.1445 0.0009 0.199
H -7.186 1.519 0.087 0.0926 -0.0396 -0.0047 0.354
H -5.573 1.604 0.833 -0.1153 0.0583 -0.0221 0.246
H -8.227 1.489 2.369 0.1579 0.0380 0.1392 0.291
H -7.243 2.950 2.152 -0.1768 0.0497 -0.1665 0.242
H -5.537 1.838 3.221 -0.2023 -0.3670 0.0731 0.253
C -0.445 -6.180 -5.274 -0.1188 -0.1899 -0.1258 -1.072
C 0.421 -4.944 -5.404 -0.1367 -0.1731 0.2897 -0.268
O -0.050 -3.928 -4.530 -0.0130 0.1785 0.2732 -0.389
H -1.488 -5.947 -5.512 0.1737 0.0090 -0.0505 0.257
H -0.098 -6.971 -5.944 -0.0564 -0.0040 0.0924 0.356
H -0.429 -6.557 -4.246 0.1072 -0.0292 -0.0931 0.346
H 0.385 -4.558 -6.427 -0.0160 0.1184 0.2198 0.328
H 1.463 -5.166 -5.155 0.0749 -0.1227 -0.1725 0.241
H -0.006 -4.278 -3.624 -0.0106 0.2115 -0.3897 0.182

=====

# 2
109
Properties=species:S:1:pos:R:3:forces:R:3:mulliken_charge:R:1 method="wB97M-V/def2-TZVPD" orbital_gap_ev=8.83 e_tot_ha=-3887.4637 charge=+1
O -0.950 -0.617 2.465 0.2503 -0.0915 -0.1657 -0.707
S 0.135 -0.747 1.526 -0.5489 0.2835 -0.2234 1.078
O -0.257 -1.118 0.183 0.2618 -0.1342 0.1899 -0.384
O 1.173 -1.839 2.060 -0.0466 0.1542 -0.0184 -0.647
C 1.126 0.741 1.522 0.0373 -0.0062 0.0399 -1.100
C 0.864 1.532 0.238 -0.0747 0.3755 0.4715 -0.474
C -0.516 2.218 0.274 -0.0542 -0.2996 -0.1239 0.281
C -1.382 1.734 -0.923 0.1007 0.4272 0.2122 -0.163
P -2.894 0.960 -0.376 -0.0041 -0.3728 0.0263 0.171
C -3.704 0.166 -1.772 -0.1422 0.1802 -0.1459 -0.167
C -5.131 -0.372 -1.628 0.0062 -0.0381 -0.2551 -0.845
C -5.266 -1.668 -0.862 -0.1208 0.0048 -0.1225 -0.423
Cl -4.961 -1.453 0.898 0.0812 0.0059 0.0077 -0.138
C -4.046 2.101 0.436 -0.2582 -0.0640 0.0221 -0.537
O -3.303 2.904 1.303 0.1137 0.0550 -0.1637 -0.235
C -4.064 3.932 1.951 -0.1694 0.0063 0.1177 -0.536
O -3.584 4.153 3.218 0.1493 0.0602 -0.1088 -0.427
C -3.200 3.013 3.994 -0.0049 -0.0949 0.2509 0.167
C -4.281 1.944 4.154 0.0861 0.0012 0.2607 -0.209
O -4.630 1.891 5.533 0.0127 0.0343 -0.0590 -0.551
H 0.852 -2.726 1.830 -0.1293 -0.0148 0.0809 0.432
H 0.779 1.298 2.398 0.1546 -0.1153 0.0067 0.480
H 2.175 0.473 1.644 -0.1125 -0.1142 -0.1649 0.701
H 1.660 2.273 0.153 0.0076 -0.1467 -0.1004 0.841
H 0.913 0.894 -0.636 0.4022 0.0106 0.1300 -0.843
H -0.442 3.306 0.247 0.0678 -0.1028 -0.0544 0.477
H -1.010 1.994 1.226 -0.0265 0.0667 -0.1292 -0.393
H -0.835 0.963 -1.478 -0.1794 0.1033 -0.0984 -0.257
H -1.602 2.556 -1.608 -0.0842 -0.1606 -0.0415 0.792
H -2.525 -0.002 0.561 -0.0419 0.0973 0.0903 -0.120
H -3.722 0.941 -2.550 0.1266 -0.1104 0.0223 0.555
H -3.030 -0.619 -2.135 -0.0573 0.0876 -0.0315 -0.256
H -5.430 -0.585 -2.660 -0.1549 -0.0687 0.1162 0.447
H -5.821 0.384 -1.240 0.1199 -0.0516 0.0549 0.345
H -6.278 -2.059 -0.950 0.0994 0.0337 0.0250 0.414
H -4.566 -2.424 -1.224 -0.0308 0.0689 0.0650 0.229
H -4.590 2.665 -0.339 0.1371 0.0016 0.0266 0.581
H -4.780 1.471 0.964 0.0224 0.1152 -0.0519 0.544
H -3.946 4.870 1.401 -0.0388 -0.0706 0.0250 0.219
H -5.126 3.632 1.939 0.1097 -0.0684 0.0362 0.520
H -2.268 2.592 3.608 -0.1272 0.0529 -0.0893 -0.219
H -2.974 3.409 4.984 -0.0386 -0.0028 -0.1022 0.362
H -5.170 2.199 3.564 0.1104 -0.0749 -0.0865 0.264
H -3.891 0.968 3.836 -0.0937 0.0686 -0.1174 0.199
H -5.213 1.141 5.680 -0.0276 -0.0055 0.0128 0.318
C -0.011 1.200 6.074 -0.0258 0.0616 -0.1501 0.672
O -0.103 2.378 5.750 0.0065 0.0008 0.0177 -0.676
N 0.358 0.796 7.314 -0.2373 0.1271 0.1036 -0.322
N -0.278 0.205 5.172 0.0887 -0.0031 0.0821 -0.172
H 0.492 -0.161 7.585 0.2571 0.0242 -0.0783 0.143
H 0.567 1.515 7.981 -0.0238 0.0019 0.0011 0.206
H -0.558 0.488 4.255 -0.1176 -0.1098 0.0049 0.004
H -0.216 -0.774 5.377 0.0061 0.0168 0.0688 0.178
C 3.882 -1.212 -0.574 0.0438 -0.1161 -0.0068 0.650
O 3.282 -0.146 -0.432 -0.0782 0.0391 -0.0530 -0.657
N 3.554 -2.285 0.202 0.0263 0.0950 -0.3207 -0.293
N 4.858 -1.394 -1.489 -0.1763 -0.0001 -0.1441 -0.295
H 3.980 -3.190 0.122 0.1232 0.0552 0.0887 0.163
H 2.858 -2.074 0.889 0.0128 -0.2868 0.2418 0.234
H 5.116 -0.597 -2.044 0.0275 0.0334 0.0632 0.225
H 5.332 -2.278 -1.605 0.3270 -0.1246 0.0812 0.189
C 6.803 -4.096 -3.151 0.1585 -0.0923 -0.0201 0.689
O 6.485 -3.947 -1.975 -0.3004 0.2269 -0.0494 -0.728
N 7.679 -5.063 -3.533 -0.0404 -0.0262 0.0148 -0.427
N 6.314 -3.313 -4.156 -0.0736 -0.0249 0.0228 -0.310
H 7.967 -5.204 -4.482 0.0131 0.0145 -0.0001 0.161
H 8.063 -5.646 -2.813 0.0151 0.0133 0.0030 0.223
H 5.665 -2.586 -3.923 0.0057 0.0013 -0.0042 0.159
H 6.587 -3.424 -5.115 0.0297 0.0165 0.0038 0.177
C -4.724 -2.797 -4.601 0.3265 -0.2129 -0.2878 0.741
O -5.215 -1.677 -4.510 -0.0097 0.0667 0.1481 -0.717
N -5.438 -3.921 -4.299 -0.1277 -0.0622 0.2259 -0.414
N -3.438 -3.000 -4.992 -1.3327 -0.0455 -0.2914 -0.282
H -5.066 -4.849 -4.378 -0.0155 0.0089 -0.0656 0.153
H -6.398 -3.802 -4.037 -0.0189 -0.0162 -0.0598 0.226
H -2.874 -2.195 -5.202 -0.1491 -0.2273 0.0815 0.194
H -3.023 -3.908 -5.069 -0.0453 -0.0168 -0.0033 0.152
C 3.358 -0.495 9.103 0.0359 0.0467 -0.0565 0.628
O 2.572 -0.915 8.267 -0.0429 -0.1646 0.0572 -0.641
N 3.705 0.823 9.168 -0.0372 0.0287 0.0345 -0.357
N 3.947 -1.308 10.025 -0.0057 -0.0161 0.0158 -0.403
H 4.351 1.194 9.839 0.0101 -0.0059 -0.0059 0.167
H 3.309 1.437 8.480 0.0290 -0.0138 -0.0288 0.225
H 3.709 -2.282 9.998 -0.0068 0.0017 0.0027 0.221
H 4.596 -0.981 10.716 0.0021 0.0056 -0.0025 0.158
C 1.551 1.125 -3.526 0.1624 -0.0132 -0.0299 0.670
O 1.695 2.094 -2.787 -0.2709 0.2428 -0.0141 -0.689
N 1.732 -0.141 -3.061 -0.1585 -0.1188 0.1159 -0.027
N 1.197 1.245 -4.833 -0.1913 0.0488 0.0380 -0.309
H 1.602 -0.957 -3.629 -0.0001 0.0351 -0.0395 0.080
H 2.058 -0.232 -2.109 0.1757 0.0185 -0.0208 -0.113
H 1.113 2.173 -5.208 0.1095 -0.0016 -0.0285 0.208
H 1.076 0.458 -5.442 0.0343 -0.0054 0.0027 0.145
C 3.350 4.547 -4.929 -0.0052 0.0106 -0.0077 0.579
O 4.002 3.517 -4.927 -0.0299 -0.0045 -0.0379 -0.611
N 2.214 4.706 -4.184 -0.1347 -0.1712 -0.0088 -0.294
N 3.703 5.627 -5.696 -0.0011 -0.0053 -0.0349 -0.404
H 1.669 5.546 -4.206 0.0505 0.0345 0.0188 0.148
H 1.931 3.932 -3.593 0.1306 -0.0267 0.0246 0.268
H 4.532 5.541 -6.253 0.0059 0.0012 0.0103 0.227
H 3.188 6.486 -5.712 0.0136 0.0103 0.0261 0.153
C -0.648 -2.839 -3.698 0.1308 0.1753 0.1637 0.671
O -1.293 -2.065 -4.394 1.4189 0.3893 0.4079 -0.742
N 0.114 -3.838 -4.236 -0.0688 0.0238 -0.0721 -0.425
N -0.637 -2.753 -2.340 -0.1755 -0.1114 -0.1689 -0.027
H 0.646 -4.485 -3.686 -0.0184 -0.0130 0.0125 0.154
H 0.117 -3.928 -5.235 0.0362 -0.0085 -0.0143 0.245
H -1.146 -2.001 -1.917 0.1526 0.0476 0.0987 -0.076
H -0.106 -3.360 -1.743 0.0632 0.0350 -0.0129 0.136